one) Computed, not measured: a 15-piece molecular cluster, C5H41N2O14 overall, with ωB97M-V/def2-TZVPD.

HOMO energy   -12.7604 eV
Charge   +1
E_LUMO   -2.79 eV
Molar mass   353.38 Da

Element x y z (Å)
C: -3.165 -3.224 -1.417
C: -2.393 -2.811 -0.261
C: -0.853 -2.957 -0.767
C: -0.037 -1.783 -0.044
N: 2.289 0.085 -1.041
C: 0.941 0.146 -1.295
N: -0.173 -0.565 -0.821
H: -2.607 -2.771 -2.262
H: -3.308 -4.217 -1.568
H: -4.201 -2.669 -1.524
H: -2.617 -1.902 0.176
H: -2.703 -3.313 0.580
H: -0.364 -3.881 -0.428
H: -0.624 -2.987 -1.877
H: 1.087 -2.044 -0.121
H: -0.394 -1.659 1.042
H: 2.603 -0.640 -0.403
H: 2.910 0.455 -1.671
H: 0.623 1.015 -2.002
H: -1.182 -0.027 -0.756
H: 0.938 3.209 -4.081
H: 0.952 1.685 -4.305
O: 0.920 2.349 -3.560
H: 3.832 -0.088 1.547
H: 2.864 -1.241 2.112
O: 3.778 -1.021 1.719
H: -0.987 2.515 0.451
H: -2.012 1.843 1.559
O: -1.887 2.210 0.708
H: -3.645 2.451 1.231
H: -4.810 2.877 0.389
O: -4.490 2.987 1.235
H: -3.499 -0.981 -1.761
H: -3.474 0.419 -1.041
O: -3.001 -0.217 -1.643
H: 1.530 0.589 1.964
H: 0.942 -0.519 2.867
O: 0.795 0.115 2.067
H: 1.699 3.592 3.366
H: 2.712 2.862 4.132
O: 1.982 2.761 3.553
H: -4.112 -0.476 0.708
H: -5.440 -0.838 0.149
O: -4.635 -0.586 -0.136
H: 3.941 -2.347 0.145
H: 5.088 -1.309 -0.206
O: 4.288 -1.683 -0.642
H: -0.870 1.287 2.604
H: -0.888 1.404 4.080
O: -1.404 1.007 3.407
H: -2.966 0.679 2.345
H: -3.500 -0.468 3.121
O: -3.678 -0.014 2.348
H: 4.922 0.661 -3.020
H: 4.605 -0.613 -2.269
O: 4.853 0.362 -2.164
H: 2.776 2.728 1.976
H: 3.439 3.030 0.620
O: 3.191 2.343 1.158
H: 1.161 -1.474 -3.439
H: 1.867 -2.112 -4.457
O: 2.032 -1.562 -3.578

Results of the Mulliken charge analysis, in e, for atoms 1 through 4: number 1, C, carries -1.70; number 2, C, carries 0.41; number 3, C, carries -0.97; number 4, C, carries -0.07

---

two) Computed, not measured: a 15-piece molecular cluster, C5H41N2O14 overall, with ωB97M-V/def2-TZVPD.

HOMO energy   -11.1706 eV
Charge   +1
E_LUMO   -2.36 eV
Molar mass   353.38 Da

Element x y z (Å)
C: 1.511 -2.033 2.496
C: 1.544 -0.547 2.763
C: 0.380 0.264 2.132
C: 0.129 -0.050 0.674
C: 0.574 0.779 -0.312
N: -0.072 0.678 -1.654
N: -0.612 -1.124 0.410
H: 2.113 -2.612 3.209
H: 1.870 -2.276 1.505
H: 0.543 -2.433 2.806
H: 1.690 -0.242 3.800
H: 2.389 0.013 2.352
H: 0.528 1.319 2.317
H: -0.581 -0.039 2.587
H: 1.263 1.594 -0.226
H: 0.469 0.062 -2.274
H: -0.968 0.193 -1.547
H: -0.423 1.539 -2.055
H: -0.664 -1.538 -0.504
H: -1.201 -1.612 1.048
H: 4.285 -1.249 0.940
H: 4.915 -2.598 0.761
O: 4.944 -1.706 0.406
H: -2.463 -1.441 4.349
H: -1.466 -2.552 3.869
O: -1.948 -1.766 3.606
H: 0.402 4.540 -1.272
H: 0.015 3.293 -0.366
O: 0.598 3.619 -1.081
H: 0.052 -2.278 -3.176
H: 1.289 -2.185 -2.181
O: 0.380 -1.852 -2.381
H: 3.016 2.610 2.618
H: 1.649 3.104 1.878
O: 2.155 3.026 2.684
H: -2.691 -4.248 -1.531
H: -1.727 -3.222 -1.336
O: -2.685 -3.293 -1.421
H: -3.285 -0.267 -1.365
H: -2.845 -1.478 -2.314
O: -2.595 -0.612 -1.964
H: 3.345 -1.955 -1.146
H: 3.594 -2.968 -2.322
O: 2.929 -2.588 -1.746
H: -3.417 1.899 -3.136
H: -3.388 3.247 -2.308
O: -2.875 2.501 -2.625
H: 1.880 2.785 -3.939
H: 1.276 2.876 -2.528
O: 1.411 2.267 -3.278
H: -3.206 -1.558 0.082
H: -3.633 -1.677 1.612
O: -3.397 -1.082 0.894
H: -1.941 2.691 -0.674
H: -2.022 2.668 0.910
O: -1.763 3.178 0.138
H: -3.924 2.060 -0.491
H: -4.245 0.966 0.465
O: -4.171 1.130 -0.483
H: 2.912 0.918 -0.044
H: 4.481 0.648 -0.075
O: 3.677 0.611 0.446

Results of the Mulliken charge analysis, in e, for atoms 1 through 4: number 1, C, carries -1.04; number 2, C, carries -0.20; number 3, C, carries -1.32; number 4, C, carries 0.67

---

Stability, lowest: one)